No. 1
Entry from OMol25: a 5-piece molecular cluster, C27H47Br12NO3P overall (wB97M-V/def2-TZVPD).

Atoms and positions in Å:
Br: 0.023 7.047 1.736
Br: 5.313 -5.108 -1.439
Br: -5.724 3.722 -2.665
Br: 6.721 -1.484 -2.158
Br: -2.778 -4.286 -3.088
Br: 3.490 2.514 5.703
Br: -4.557 -2.837 -0.199
Br: -2.307 4.897 -1.921
Br: 4.330 1.218 -2.940
Br: -0.677 3.905 3.539
Br: 2.466 -4.542 0.820
Br: 0.064 1.369 4.917
P: 1.239 1.663 0.864
O: 0.242 2.753 1.766
O: 1.643 2.521 -0.566
O: 0.461 -0.532 -3.520
N: -0.315 -0.877 -2.518
C: 0.669 2.752 6.153
C: 1.831 3.532 5.586
C: -3.880 -5.158 -1.737
C: 1.427 -2.646 -2.341
C: -1.102 0.255 -1.972
C: -0.581 -2.771 -0.740
C: 3.103 -6.198 0.012
C: 1.269 -0.795 -0.544
C: -5.071 -4.307 -1.371
C: -0.060 -0.671 1.807
C: 4.609 -6.243 -0.020
C: 0.529 -2.472 3.816
C: -1.706 -1.064 3.985
C: 0.266 0.052 0.388
C: -2.668 -0.047 -2.359
C: -1.067 0.499 -0.396
C: 0.367 -1.722 -1.505
C: 5.417 0.128 -4.137
C: -3.293 4.913 -3.602
C: -1.284 6.678 3.135
C: -0.749 1.627 -2.783
C: -0.767 -2.159 4.601
C: -4.747 5.249 -3.381
C: -1.361 -0.349 2.629
C: 5.492 -1.301 -3.660
C: 0.881 -1.755 2.461
C: -0.719 5.748 4.181
H: -1.112 1.503 -3.873
H: 6.391 0.611 -4.208
H: -4.202 -6.094 -2.195
H: 5.071 -5.913 0.911
H: -0.198 3.400 6.298
H: 5.900 -1.945 -4.441
H: -2.809 5.681 -4.208
H: 2.109 -1.334 0.006
H: 1.257 -3.274 4.208
H: -1.161 -3.380 -1.537
H: 1.700 3.804 4.541
H: -2.665 -0.858 4.574
H: -2.930 0.480 -3.346
H: -1.361 5.729 5.064
H: -3.230 -5.378 -0.890
H: 0.298 6.004 4.482
H: -2.028 0.047 0.065
H: 4.916 0.184 -5.105
H: 2.705 -6.994 0.643
H: -2.173 6.283 2.643
H: -1.180 1.641 -0.233
H: 4.960 -7.249 -0.257
H: -0.012 3.452 1.101
H: -5.569 -3.867 -2.235
H: -3.397 0.336 -1.569
H: -5.795 -4.888 -0.797
H: -0.005 -3.466 -0.044
H: -1.407 -2.209 -0.152
H: 0.906 2.254 7.094
H: 2.649 -6.264 -0.978
H: 1.791 -0.026 -1.240
H: 2.011 4.435 6.172
H: -1.006 -2.718 5.572
H: 2.344 -2.062 -2.684
H: -1.518 7.651 3.570
H: -5.236 5.480 -4.329
H: 1.867 -2.087 1.991
H: 1.806 -3.410 -1.564
H: -2.747 -1.189 -2.530
H: -3.141 3.939 -4.069
H: 4.531 -1.699 -3.334
H: 2.369 2.052 -1.038
H: -1.384 2.474 -2.341
H: 0.353 1.909 -2.711
H: -2.130 0.426 2.282
H: 0.923 -3.264 -3.159
H: -4.898 6.076 -2.689

Calculated values
HOMO energy (spin up / spin down) (eV): -7.6 / -7.7
Frontier orbital gap (spin up / spin down) (eV): 8.0 / 8.0
Spin multiplicity: 2
<S²>: 0.7544
Total energy (eV): -886184.6548
LUMO (spin up / spin down) (eV): 0.39 / 0.39



No. 2
Entry from OMol25: a 3-piece molecular cluster, C27H48F2O12S overall (wB97M-V/def2-TZVPD).

Atoms and positions in Å:
S: 5.083 2.479 -2.261
F: -7.944 1.344 1.626
F: -7.112 2.765 -2.627
O: 3.965 2.877 -3.045
O: 5.392 3.619 3.498
O: -4.145 -0.040 -4.358
O: 4.954 3.164 -0.834
O: -4.190 0.658 3.874
O: -4.460 2.159 -4.732
O: -6.016 0.621 2.547
O: 6.404 2.620 -2.765
O: 4.923 0.986 -1.759
O: -5.625 1.144 -3.129
O: -6.107 1.650 4.517
O: 3.893 -2.179 1.490
C: -5.318 0.949 3.669
C: -0.614 -3.418 -1.791
C: -7.335 1.954 3.853
C: -5.811 2.527 -2.919
C: -5.401 3.120 -4.253
C: 0.869 -3.596 -1.422
C: 5.260 2.415 2.750
C: 4.764 -0.367 0.209
C: 4.446 2.747 1.499
C: -1.378 -0.494 2.513
C: 2.041 -0.106 -1.168
C: -1.223 -2.198 -1.100
C: -3.010 -0.437 -0.975
C: 4.998 2.153 0.215
C: 4.304 0.939 -0.429
C: 4.040 -0.775 1.496
C: 2.515 -0.579 -2.547
C: 1.976 -2.754 2.904
C: 1.650 -1.713 -3.111
C: -1.876 0.222 1.256
C: 2.788 1.092 -0.573
C: 1.898 -3.081 -2.444
C: -2.589 -1.763 -1.619
C: 3.489 -2.706 2.745
C: -3.045 -0.504 0.564
C: -7.385 0.891 2.772
C: -4.688 0.979 -4.107
H: 1.002 0.215 -1.291
H: -3.352 -2.518 -1.411
H: -1.239 -1.558 2.306
H: 5.981 3.456 4.248
H: 6.249 2.030 2.474
H: -0.532 -1.364 -1.234
H: -4.934 4.097 -4.182
H: 5.830 -0.285 0.434
H: 2.016 -0.949 -0.470
H: 0.600 -1.413 -3.052
H: -8.161 1.913 4.555
H: 2.577 1.969 -1.189
H: -5.202 2.843 -2.070
H: -1.179 -4.311 -1.514
H: 3.910 -3.711 2.804
H: -7.270 2.945 3.402
H: -3.062 -1.549 0.888
H: 1.048 -3.135 -0.448
H: 3.400 2.485 1.643
H: 4.631 -0.481 2.375
H: -2.322 0.350 -1.303
H: 1.703 -2.850 3.956
H: 3.559 -0.897 -2.514
H: -3.981 -0.060 0.908
H: 4.488 3.831 1.386
H: -1.046 0.323 0.550
H: -2.088 -0.360 3.328
H: 1.073 -4.661 -1.276
H: 2.486 0.277 -3.229
H: 2.862 -3.023 -1.924
H: 1.518 -1.836 2.529
H: -1.249 -2.389 -0.020
H: 3.937 -2.117 3.555
H: 3.060 -0.294 1.591
H: 2.375 1.314 0.412
H: -2.208 1.222 1.547
H: -7.886 -0.034 3.062
H: -4.006 -0.172 -1.338
H: -6.259 3.159 -4.926
H: 6.058 1.910 0.342
H: 1.554 -3.595 2.356
H: -0.419 -0.077 2.835
H: -2.502 -1.614 -2.698
H: 2.020 -3.840 -3.220
H: 4.668 -1.179 -0.511
H: 1.867 -1.803 -4.177
H: 4.752 1.660 3.358
H: -0.706 -3.287 -2.875

Calculated values
HOMO energy (eV): -10.1
Frontier orbital gap (eV): 10.6
Spin multiplicity: 1
SMILES: CCCCCCCCCCCCC[C@@]1(CCOCC)OS(=O)(=O)O[C@H]1CCO.O=C1OC[C@@H](F)O1.O=C1OC[C@@H](F)O1
Total energy (eV): -69617.3410
LUMO (eV): 0.45



No. 3
Entry from OMol25: a 5-piece molecular cluster, C27H48N5 overall (wB97M-V/def2-TZVPD).

Atoms and positions in Å:
N: 5.077 -2.509 3.006
N: -1.346 3.112 1.016
N: -5.172 7.766 2.423
N: 1.074 -4.357 -4.439
N: -1.001 -5.433 1.168
C: 6.351 0.193 1.198
C: -1.656 9.049 3.092
C: -4.843 4.368 1.836
C: 1.882 -4.917 3.069
C: -2.263 8.277 4.258
C: -2.625 -2.204 -2.835
C: -1.206 -2.235 -2.234
C: 0.303 -3.069 -4.220
C: 1.648 -1.584 -5.779
C: -3.563 -1.116 -2.233
C: -3.057 -0.539 -0.985
C: 6.946 0.776 2.474
C: -2.354 3.229 0.479
C: 1.176 -6.120 2.434
C: 4.972 -0.439 1.419
C: -4.254 7.439 3.031
C: 2.411 -3.910 2.055
C: 5.032 -1.602 2.303
C: -3.644 3.393 -0.188
C: -4.441 4.571 0.382
C: -3.076 7.059 3.808
C: -0.039 -5.735 1.719
C: -0.378 -3.350 -2.878
C: 1.172 -5.113 -3.115
C: -2.561 -0.135 0.029
C: 0.685 -4.093 -2.057
C: 1.303 -1.912 -4.293
H: 4.284 0.295 1.842
H: -1.014 8.404 2.488
H: -5.436 3.459 1.958
H: -2.453 6.390 3.211
H: -1.254 -2.439 -1.165
H: -5.339 4.703 -0.224
H: 0.430 -5.901 -3.177
H: -4.213 2.467 -0.094
H: 2.037 -4.209 -4.742
H: 1.595 -3.463 1.478
H: -3.406 6.491 4.680
H: 0.961 -2.064 -6.478
H: 7.034 -0.549 0.780
H: 1.848 -6.635 1.744
H: -4.516 -1.591 -2.002
H: 0.906 -6.840 3.208
H: -3.967 4.293 2.485
H: 2.653 -1.924 -6.031
H: -5.442 5.208 2.176
H: 6.247 0.984 0.454
H: -0.724 -1.260 -2.332
H: 4.551 -0.754 0.462
H: 7.120 0.002 3.222
H: 1.199 -4.414 3.755
H: 0.123 -4.646 -1.304
H: 3.111 -4.380 1.360
H: 2.936 -3.113 2.571
H: 7.902 1.253 2.263
H: 1.450 -3.438 -1.652
H: -0.455 -2.867 -4.974
H: -3.722 -0.338 -2.979
H: -3.057 -3.184 -2.628
H: 6.284 1.528 2.908
H: -1.050 9.877 3.459
H: -2.429 9.464 2.445
H: -3.860 5.491 0.288
H: -1.107 -4.142 -3.111
H: -2.079 0.197 0.919
H: 2.246 -2.155 -3.801
H: 1.619 -0.515 -5.973
H: 2.181 -5.428 -2.872
H: -1.464 7.929 4.915
H: 0.895 -1.008 -3.847
H: -3.463 3.547 -1.254
H: 0.625 -4.884 -5.187
H: -2.512 -2.075 -3.913
H: 2.715 -5.290 3.666
H: -2.893 8.943 4.850

Calculated values
HOMO energy (eV): -12.2
Frontier orbital gap (eV): 9.2
Spin multiplicity: 1
Net charge: +1
Total energy (eV): -36219.3825
LUMO (eV): -2.95



No. 4
Entry from OMol25: C27H50AlBBr5F3N2O17S as an isolated structure (wB97M-V/def2-TZVPD).

Atoms and positions in Å:
Br: 0.250 0.046 -4.387
Br: 2.994 -0.368 -2.775
Br: 2.961 1.394 -5.465
Br: 3.654 2.022 6.080
Br: 4.425 5.626 6.226
S: 4.138 3.434 1.609
Al: 1.146 0.907 6.703
F: 0.503 0.768 4.622
F: -4.475 -0.553 -7.877
F: -6.156 -2.858 2.839
O: -1.508 4.265 0.728
O: -2.739 -1.026 -6.503
O: -3.335 -4.595 1.980
O: 5.156 4.692 1.700
O: -1.756 -3.323 2.993
O: 6.666 1.011 2.766
O: 0.968 6.763 0.640
O: 6.402 -1.480 2.170
O: 2.194 -0.635 0.078
O: 4.945 -0.388 3.896
O: 3.209 3.524 2.695
O: -0.788 -1.926 -7.237
O: 3.384 3.863 0.242
O: -3.925 -2.674 3.007
O: -7.254 -2.765 0.201
O: -2.580 -1.896 -8.598
O: 4.907 2.249 1.340
N: 3.095 -1.380 0.723
N: 4.284 -3.012 1.949
C: -1.962 0.299 1.857
C: 2.177 -0.107 -4.517
C: 3.016 -2.693 1.288
C: -0.478 -2.739 -8.362
C: 3.773 5.192 -0.121
C: -7.256 -3.408 -1.074
C: 2.714 4.729 5.981
C: -2.901 -3.513 2.691
C: -0.225 1.513 -0.484
C: 0.488 5.582 0.973
C: 0.352 0.965 0.921
C: 0.973 -2.572 -8.759
C: -2.104 -1.564 -7.365
C: 5.096 -1.829 1.735
C: 1.732 -3.633 1.204
C: -7.984 -2.532 -2.081
C: -1.032 5.432 0.383
C: 4.394 -0.724 0.905
C: -4.997 -3.059 2.170
C: -7.914 -4.774 -0.950
C: -4.753 -4.516 1.948
C: -0.463 -0.282 1.541
C: -1.450 -2.233 -9.389
C: 0.126 -0.747 3.011
C: 1.929 0.602 0.833
C: 2.618 3.494 6.842
C: 5.175 5.367 0.440
B: 6.053 -0.276 2.939
H: 2.388 -1.000 -5.105
H: 0.995 -3.275 0.384
H: -5.169 -5.140 2.744
H: -8.173 -2.653 0.480
H: -0.945 5.642 -0.697
H: -5.144 -4.863 0.990
H: -2.547 0.558 0.910
H: -1.248 1.065 -0.776
H: 0.291 1.815 1.707
H: 2.612 4.522 4.915
H: -9.020 -2.360 -1.771
H: 6.249 1.392 1.937
H: -6.212 -3.530 -1.379
H: 2.024 -4.721 0.928
H: 3.069 5.889 0.342
H: 1.180 -1.544 -9.070
H: -8.948 -4.679 -0.601
H: 4.176 -0.028 3.375
H: 0.937 0.012 3.421
H: -1.573 6.324 0.740
H: 0.580 1.311 -1.289
H: -2.490 -0.486 2.516
H: 4.745 0.297 0.551
H: -0.318 2.664 -0.369
H: 1.629 -2.775 -7.907
H: -1.772 1.235 2.518
H: -7.388 -5.389 -0.215
H: -1.707 -2.990 -10.132
H: 5.919 4.877 -0.195
H: 1.035 4.697 0.607
H: 4.564 -3.854 2.470
H: -0.477 -1.197 0.853
H: -7.917 -5.299 -1.908
H: 1.962 5.463 6.278
H: -7.508 -1.551 -2.151
H: -7.989 -2.991 -3.073
H: -0.731 -0.700 3.786
H: -1.108 -1.328 -9.904
H: -4.986 -2.458 1.257
H: 2.275 0.562 1.927
H: 0.528 -1.836 2.987
H: 1.239 -3.244 -9.578
H: 1.129 -3.670 2.184
H: 1.587 3.130 6.879
H: 2.488 1.499 0.347
H: 0.411 5.359 2.050
H: -0.678 -3.782 -8.093
H: 3.744 5.314 -1.204
H: 2.981 3.645 7.860
H: 5.444 6.416 0.568

Calculated values
HOMO energy (eV): -4.9
Frontier orbital gap (eV): 1.3
Spin multiplicity: 1
Total energy (eV): -443055.7630
LUMO (eV): -3.62